Entry 1:
The following is a DFT calculation (ωB97M-V/def2-TZVPD) of a molecular structure, C33H40EuN6O in a non-equilibrium geometry.

Values from the calculation:
Gap between HOMO and LUMO (spin up / spin down)   3.6 / 3.8 eV
E_HOMO (spin up / spin down)   -1.29 / -1.57 eV
Spin multiplicity   7
LUMO (spin up / spin down)   0.084 / 0.084 hartree
Net charge   -1

Each line ends with the Mulliken charge.
CARTESIAN COORDINATES (ANGSTROEM)
Eu: 0.05 0.01 0.67  0.0577
N: -2.98 1.95 -0.67  -0.0587
N: -1.65 -2.09 2.06  -0.4887
C: 2.25 0.28 1.27  0.6061
C: 1.68 -0.39 2.44  1.1945
C: 0.68 0.51 3.05  0.5666
C: -0.12 0.19 4.26  -1.9581
H: 0.06 -0.85 4.55  0.3627
H: -1.20 0.35 4.12  0.2701
H: 0.21 0.86 5.07  0.4096
C: 0.62 1.74 2.27  0.6362
C: -0.20 2.92 2.53  -0.9565
H: 0.44 3.66 3.02  0.3284
H: -1.05 2.70 3.18  0.2416
H: -0.59 3.37 1.62  0.0677
C: 1.60 1.61 1.13  0.3108
C: 1.87 2.59 0.08  -1.2789
H: 0.95 3.09 -0.27  0.3167
H: 2.36 2.15 -0.79  0.2617
H: 2.50 3.35 0.52  0.4415
C: 2.08 -1.69 3.00  -1.8569
H: 2.60 -1.52 3.95  0.4339
H: 2.75 -2.22 2.33  0.3172
H: 1.20 -2.32 3.19  0.2536
C: 3.34 -0.21 0.40  -1.2706
H: 3.19 0.07 -0.65  0.2717
H: 3.46 -1.29 0.45  0.3293
H: 4.27 0.26 0.74  0.2710
C: -3.81 2.12 -1.63  -0.1639
H: -3.99 3.12 -1.99  0.2783
C: -4.49 1.01 -2.17  -0.9472
H: -5.21 1.17 -2.97  0.3733
C: -4.22 -0.26 -1.67  -0.5041
H: -4.73 -1.14 -2.06  0.3991
C: -3.30 -0.39 -0.64  0.1134
H: -3.06 -1.36 -0.19  0.2776
C: -2.67 0.75 -0.12  -0.9848
C: -1.84 0.70 0.94  0.0459
H: -2.09 1.02 1.92  0.1918
C: -0.67 -1.94 1.28  -0.1533
C: -1.92 -3.45 2.01  -1.5690
H: -2.70 -3.86 2.59  0.5467
C: -1.06 -4.05 1.15  -0.2003
H: -0.91 -5.04 0.82  0.4712
N: -0.23 -3.04 0.65  1.0191
C: 0.82 -3.22 -0.33  0.1491
C: 1.99 -3.87 0.08  1.0921
C: 3.00 -4.06 -0.88  -1.1005
H: 3.93 -4.54 -0.57  0.2723
C: 2.84 -3.64 -2.20  1.1030
C: 3.96 -3.79 -3.20  -1.5110
H: 4.21 -2.83 -3.66  0.3337
H: 3.69 -4.48 -4.01  0.3218
H: 4.87 -4.18 -2.72  0.3532
C: 1.63 -3.06 -2.58  -1.2321
H: 1.47 -2.75 -3.62  0.3967
C: 0.59 -2.84 -1.66  1.1245
C: -0.73 -2.28 -2.09  -1.3476
H: -1.41 -3.06 -2.47  0.3907
H: -0.61 -1.53 -2.89  0.3396
H: -1.27 -1.80 -1.25  -0.0667
C: 2.15 -4.32 1.50  -2.1019
H: 2.04 -5.41 1.60  0.3674
H: 1.39 -3.88 2.14  0.3298
H: 3.14 -4.05 1.90  0.4556
C: -2.63 6.11 -0.60  -1.0712
N: -1.82 4.94 -1.05  0.1730
C: -1.34 4.86 -2.32  -0.4077
C: -0.71 3.72 -2.74  -1.1961
C: -0.49 2.61 -1.92  0.6648
N: -0.84 2.74 -0.64  0.6596
C: -1.65 3.80 -0.21  0.1764
O: -2.30 3.89 0.86  -0.7073
N: 0.16 1.53 -2.43  0.1234
H: -3.51 6.21 -1.24  0.3297
H: -2.02 7.02 -0.66  0.3542
H: -2.98 6.02 0.42  0.3363
H: -1.52 5.72 -2.96  0.3947
H: -0.38 3.72 -3.78  0.3387
H: 0.48 1.52 -3.40  0.2282
H: 0.38 0.70 -1.88  -0.3400



Entry 2:
The following is a DFT calculation (ωB97M-V/def2-TZVPD) of a molecular structure, C33H40FeI2N7O2PS2.

Values from the calculation:
Gap between HOMO and LUMO (spin up / spin down)   7.0 / 7.0 eV
E_HOMO (spin up / spin down)   -7.19 / -7.19 eV
LUMO (spin up / spin down)   -0.007 / -0.007 hartree

Each line ends with the Mulliken charge.
CARTESIAN COORDINATES (ANGSTROEM)
Fe: 1.48 0.24 0.49  0.3186
I: -0.91 -0.61 7.68  0.0441
C: -0.71 -0.36 5.62  -0.6358
C: -1.57 -1.02 4.75  -0.4782
C: -1.39 -0.89 3.39  -0.2602
I: -2.66 -1.89 2.07  0.0029
C: -0.36 -0.10 2.81  -0.8177
O: -0.22 -0.03 1.54  0.8487
C: 0.49 0.58 3.74  0.5887
C: 1.60 1.43 3.20  -0.4312
N: 2.46 0.69 2.26  -0.0827
C: 3.18 -0.41 2.90  -1.7890
C: 2.34 -1.64 3.12  1.3467
C: 2.15 -2.21 4.37  -0.9792
C: 1.34 -3.33 4.50  -0.4116
C: 0.75 -3.87 3.38  -0.8161
C: 1.01 -3.30 2.15  0.2791
N: 1.79 -2.22 2.05  0.3837
C: 0.30 0.44 5.11  -0.3887
H: -2.36 -1.64 5.13  0.4424
H: 1.18 2.26 2.65  -0.8628
H: 2.19 1.84 4.03  0.5226
H: 3.16 1.31 1.85  0.5465
H: 4.03 -0.67 2.26  0.4607
H: 3.57 -0.10 3.88  0.3985
H: 2.60 -1.75 5.24  0.4146
H: 1.16 -3.75 5.48  0.4249
H: 0.08 -4.72 3.44  0.4711
H: 0.59 -3.67 1.23  0.1607
H: 0.97 0.97 5.78  0.4951
S: 3.31 1.38 -0.66  -0.4351
C: 2.27 2.60 -0.08  0.4828
N: 0.99 2.35 0.09  0.4154
C: 0.36 3.40 0.77  -1.5434
C: -0.97 3.39 1.18  0.0615
C: -1.46 4.49 1.86  -1.1168
C: -0.64 5.60 2.13  -0.4876
C: 0.69 5.61 1.73  -0.5349
C: 1.18 4.49 1.06  1.3642
S: 2.81 4.15 0.54  -0.2763
H: -1.58 2.52 1.00  0.4392
H: -2.48 4.50 2.20  0.4110
H: -1.05 6.45 2.66  0.3899
H: 1.32 6.45 1.95  0.4101
O: 0.38 -0.25 -1.09  0.9645
P: -0.44 -0.61 -2.27  -2.0507
N: 0.08 0.27 -3.56  0.4705
C: 0.72 1.58 -3.41  0.6446
C: -0.21 2.50 -4.18  -0.5235
C: -0.67 1.65 -5.37  -0.9016
C: -0.47 0.18 -4.91  -0.5241
N: -2.03 -0.43 -1.85  0.7029
C: -2.37 0.77 -1.06  0.8734
C: -3.61 1.39 -1.76  -1.0163
C: -3.74 0.61 -3.08  -0.1466
C: -3.15 -0.75 -2.72  -0.9251
N: -0.39 -2.15 -2.84  0.0935
C: -1.03 -3.25 -2.08  -0.5609
C: 0.11 -4.22 -1.82  0.2070
C: 0.94 -4.12 -3.09  -0.9144
C: 0.89 -2.62 -3.42  -0.4021
H: 1.72 1.56 -3.86  0.4243
H: 0.84 1.83 -2.36  -1.1505
H: 0.27 3.43 -4.49  0.5022
H: -1.07 2.76 -3.55  0.1157
H: -0.05 1.85 -6.25  0.3092
H: -1.70 1.85 -5.65  0.3682
H: 0.23 -0.33 -5.57  0.4423
H: -1.40 -0.39 -4.92  0.2403
H: -1.52 1.46 -1.03  -0.6875
H: -2.59 0.49 -0.03  -0.1177
H: -3.49 2.46 -1.92  0.3839
H: -4.50 1.24 -1.15  0.3956
H: -3.14 1.08 -3.86  -0.3064
H: -4.77 0.55 -3.44  0.5198
H: -2.83 -1.34 -3.58  0.5063
H: -3.89 -1.35 -2.17  0.4011
H: -1.81 -3.72 -2.69  0.3009
H: -1.49 -2.86 -1.17  0.2722
H: -0.24 -5.23 -1.60  0.5267
H: 0.70 -3.86 -0.98  -0.5546
H: 0.48 -4.70 -3.89  0.3487
H: 1.96 -4.46 -2.97  0.3962
H: 0.92 -2.44 -4.50  0.2273
H: 1.73 -2.10 -2.96  0.2585
N: 2.67 -2.38 -0.18  -0.5122
C: 2.09 -1.58 0.58  0.3030
H: 2.89 -3.30 0.20  0.3190